Entry from OMol25: a cluster of 2 separate species, C30H51F2IN2O2Si in total (wB97M-V/def2-TZVPD).

* gap between HOMO and LUMO: 2.746 eV
* HOMO level: -5.05 eV

```
! RIJCOSX wB97M-V def2-TZVPD def2/J DEFGRID3
* xyz 0 1
C -4.79400 2.15220 3.27659
C -5.62209 2.57400 1.91501
C -4.83954 2.23785 0.51111
C -4.46131 0.65605 0.30309
C -5.74262 -0.12803 -0.38676
C -5.45741 -1.76206 -0.60282
C -5.25526 -2.39134 0.89735
C -3.85625 -3.29419 1.05503
C -2.61309 -2.25406 1.29861
C -1.11938 -2.92608 1.24520
C 0.27445 -2.25767 0.65650
C 0.54701 -0.78706 -0.01461
F 1.74725 -0.21946 0.64149
F -0.60691 0.08787 0.40661
C 0.56930 -0.76121 -1.65328
C 2.03407 -0.46597 -2.32698
Si 2.51163 1.40364 -2.44366
C 3.76730 1.71590 -0.96646
C 1.02333 2.61263 -2.13094
C 3.37441 1.91180 -4.09240
C 4.74413 2.86871 -4.16466
C 5.45660 3.33333 -5.58852
C 4.84521 2.86780 -7.06297
C 3.49848 1.92728 -7.02051
C 2.78390 1.45399 -5.58776
N 1.39160 -3.25380 0.87476
C 2.87690 -3.20947 0.59243
C 3.71039 -3.10625 2.03694
C 3.90545 -1.55204 2.54602
C 2.72679 -1.02910 3.56847
C 2.57976 0.63635 3.59884
O 1.19274 1.08092 3.27766
C 1.20107 2.49411 2.85952
C -0.30905 3.07673 2.48764
C 0.90665 -4.52931 1.54710
N -0.56935 -4.25014 1.72653
I -1.63352 -5.74047 2.67203
H -3.65352 2.05755 3.00370
H -4.93252 2.95074 4.13681
H -5.23407 1.12321 3.67758
H -6.74241 2.17019 1.94048
H -5.72692 3.76119 1.95670
H -5.55713 2.52833 -0.39683
H -3.85501 2.86502 0.43087
H -3.47761 0.54542 -0.35218
H -4.16554 0.21526 1.37090
H -5.96227 0.31208 -1.47299
H -6.67958 0.03702 0.31329
H -4.48865 -1.95445 -1.23093
H -6.43424 -2.25849 -1.07293
H -5.30847 -1.59858 1.76908
H -6.15546 -3.14671 1.10554
H -3.70939 -4.02951 0.14058
H -4.00374 -3.88159 2.08382
H -2.73895 -1.59748 2.28182
H -2.65571 -1.46855 0.40107
H -0.17892 0.09020 -2.01097
H 0.14935 -1.79626 -2.03998
H 1.96413 -0.85295 -3.45402
H 2.93243 -1.03707 -1.83327
H 4.19450 0.66607 -0.59771
H 4.69940 2.34669 -1.28621
H 3.23887 2.21004 -0.03180
H 0.63873 2.53806 -1.01796
H 0.10969 2.30613 -2.83519
H 1.33443 3.73290 -2.39076
H 5.25464 3.26484 -3.18331
H 6.43827 4.00278 -5.53403
H 5.39430 3.24449 -8.03828
H 3.03360 1.59391 -8.04702
H 1.81090 0.80403 -5.70431
H 3.19478 -2.26327 -0.02353
H 3.24092 -4.20940 0.06468
H 3.19320 -3.68999 2.90899
H 4.77859 -3.60929 1.89055
H 4.93300 -1.52328 3.13789
H 4.05399 -0.82068 1.61519
H 2.89238 -1.36916 4.69667
H 1.69140 -1.46180 3.16911
H 2.90275 1.08716 4.63544
H 3.25326 1.02819 2.70447
H 1.61562 3.15934 3.74703
H 1.88144 2.67847 1.91776
H -1.05144 2.97402 3.38843
H -0.78197 2.55714 1.54566
H -0.24596 4.23994 2.23215
H 1.55159 -5.45519 1.86454
O 1.48107 -3.19126 -4.18655
H 1.09361 -3.04888 -3.34226
*
```